C2H2EuFLiO2 | ωB97M-V/def2-TZVPD

Computed properties:
spin multiplicity = 8
total energy = -28436.62898 eV
charge = +2
frontier orbital gap (spin up / spin down) = 0.30777 / 0.31682 Eh
lowest unoccupied orbital energy (spin up / spin down) = -0.3583 / -0.3504 Eh
HOMO level (spin up / spin down) = -18.1 / -18.2 eV

```
9
Properties=species:S:1:pos:R:3:forces:R:3
Eu 3.3441 0.7216 -0.2529 -1.075 -0.142 0.098
F -2.2766 0.4805 0.4684 1.061 -0.327 -1.234
O -1.1473 -1.3722 0.6109 0.219 0.708 -0.310
H -0.5243 1.4313 -0.2169 2.689 -0.440 -0.229
H -0.0210 0.3797 -1.5619 -0.058 -0.327 0.305
O 1.1465 -0.0528 0.1226 2.361 0.105 0.401
Li 0.6843 -1.7347 1.1471 -0.659 0.049 -0.227
C -1.2071 -0.2534 0.1413 -0.817 -2.608 1.969
C 0.0013 0.4000 -0.4586 -3.722 2.982 -0.775
```
Forces are in eV/Å.

Electronic structure analysis, Mulliken charges in units of e: atom 1 (Eu): 1.759, atom 2 (F): -0.161, atom 3 (O): -0.598, atom 4 (H): 0.300, atom 5 (H): 0.370, atom 6 (O): -0.914, atom 7 (Li): 0.885, atom 8 (C): 0.590, atom 9 (C): -0.232

***

C2H2EuO4 | ωB97M-V/def2-TZVPD

Computed properties:
ΔE to the lowest compared entry with this formula, charge and spin = 0.0 kJ/mol
spin multiplicity = 8
total energy = -29624.66704 eV
charge = 0
frontier orbital gap (spin up / spin down) = 0.23840 / 0.24280 Eh
lowest unoccupied orbital energy (spin up / spin down) = -0.0397 / -0.0395 Eh
HOMO level (spin up / spin down) = -7.6 / -7.7 eV

```
9
Properties=species:S:1:pos:R:3:forces:R:3
Eu 1.6333 -0.8808 -0.7627 0.216 0.282 1.146
H -2.1138 -1.0447 -0.6320 0.555 0.366 0.535
O 2.2505 0.6299 0.7532 0.960 0.121 -0.964
C -1.5555 -0.2603 -1.1699 0.763 -1.511 -2.363
O 0.9811 1.2416 2.5090 0.159 -0.414 -1.012
C 1.1670 0.5755 1.4888 -0.800 0.363 1.945
H -2.1569 0.6143 -1.4700 0.618 0.299 0.497
O 0.2897 -0.3306 1.0483 -0.124 -0.466 -0.919
O -0.4953 -0.5449 -1.7647 -2.347 0.962 1.135
```
Forces are in eV/Å.

Electronic structure analysis, Mulliken charges in units of e: atom 1 (Eu): 1.383, atom 2 (H): 0.209, atom 3 (O): -0.771, atom 4 (C): 0.125, atom 5 (O): -0.648, atom 6 (C): 0.789, atom 7 (H): 0.248, atom 8 (O): -0.818, atom 9 (O): -0.518

***

C2H2F2O3 | ωB97M-V/def2-TZVPD

Computed properties:
SMILES string = O[C@]1(F)O[C@]1(O)F
ΔE to the lowest compared entry with this formula, charge and spin = 280.4 kJ/mol
total energy = -13681.46637 eV
charge = 0
frontier orbital gap = 0.43638 Eh
lowest unoccupied orbital energy = 0.0182 Eh
HOMO level = -11.4 eV

```
9
Properties=species:S:1:pos:R:3:forces:R:3
H -2.3694 -1.0473 -0.1696 0.156 0.155 0.063
C -0.7921 0.0066 0.0763 0.335 0.871 0.584
F -1.3328 1.2172 0.2987 -0.027 -0.215 -0.168
O -0.0548 -0.0695 -1.1234 0.164 -0.207 -0.759
O -1.5886 -1.0038 0.4044 -0.366 -0.519 0.138
H 2.4738 1.0028 -0.1578 0.194 -0.341 -0.246
F 1.3467 -1.2061 0.3252 -0.055 -0.133 -0.150
O 1.6685 1.2316 0.3119 -3.493 -3.514 -0.341
C 0.6486 -0.1314 0.0343 3.092 3.904 0.878
```
Forces are in eV/Å.

Electronic structure analysis, natural (NBO) charges in units of e: atom 1 (H): 0.500, atom 2 (C): 0.730, atom 3 (F): -0.304, atom 4 (O): -0.449, atom 5 (O): -0.667, atom 6 (H): 0.465, atom 7 (F): -0.287, atom 8 (O): -0.751, atom 9 (C): 0.762